This record from the Open Molecules 2025 dataset describes a molecular structure, C29H29BrN9O2SSiTa at a distorted geometry. The level of theory is ωB97M-V/def2-TZVPD.

Computed properties:
Kohn-Sham gap (alpha / beta) (eV): 5.58 / 5.61
Net charge: +2

Structure (XYZ):
```
73
Properties=species:S:1:pos:R:3:forces:R:3:mulliken_charge:R:1
Ta -0.22510 0.01640 -0.12870 1.64 -1.94 1.19 0.841
S 2.26860 0.35030 -0.11420 -2.52 -0.14 -0.14 -0.250
C 2.35010 2.11340 0.01540 -1.00 -1.04 0.27 0.418
N 3.55180 2.62910 -0.15360 1.33 0.77 -0.23 -0.685
N 3.90610 3.81830 0.16160 0.11 -0.89 -0.76 0.271
C 3.33200 4.72770 1.05410 -0.69 1.08 0.88 0.470
C 2.72690 4.29070 2.23560 0.36 0.00 -0.23 -0.085
C 2.24050 5.21340 3.13640 0.02 -0.13 -0.08 -0.726
C 2.34090 6.57210 2.86970 0.03 0.07 -0.16 -0.540
C 2.95380 7.00660 1.70440 -0.08 0.05 0.18 -0.659
C 3.46560 6.09380 0.80210 0.00 -0.53 -0.16 -0.427
N 1.28530 2.86590 0.15740 -0.80 0.47 -0.05 0.141
N 0.08550 2.39750 0.07000 1.48 -2.67 -0.10 -0.502
C -0.90890 3.37820 0.07030 -1.08 1.11 0.11 0.302
C -2.24140 3.02680 0.30980 0.78 -0.09 -0.08 0.417
C -3.20810 4.01020 0.34730 -0.21 0.10 -0.03 -0.840
C -2.87930 5.33910 0.12380 -0.07 -0.13 0.03 -0.548
C -1.56500 5.69020 -0.14670 -0.01 -0.08 0.04 -0.796
C -0.58210 4.72360 -0.15990 0.10 -0.39 -0.03 -0.181
H 4.77720 4.10660 -0.28510 -0.05 -0.26 0.24 0.302
H 2.70440 3.23660 2.45940 -0.11 -0.10 0.07 0.652
H 1.79450 4.87350 4.05750 -0.04 -0.03 0.11 0.445
H 1.95880 7.28780 3.57890 -0.05 0.11 0.07 0.449
H 3.04240 8.06050 1.50120 0.04 0.15 -0.02 0.442
H 3.95330 6.42970 -0.09990 0.08 0.08 -0.14 0.441
H -2.51060 1.99460 0.49920 -0.07 -0.14 0.08 0.015
H -4.23230 3.74400 0.55560 -0.11 -0.05 0.05 0.446
H -3.65060 6.09120 0.16580 -0.07 0.10 -0.04 0.426
H -1.30430 6.71690 -0.35170 0.02 0.09 0.03 0.428
H 0.44860 4.97800 -0.35120 -0.01 0.11 -0.04 0.450
C 1.02680 1.12990 3.30440 -0.38 -0.62 -0.15 -1.080
Si -0.16470 -0.33690 3.01750 0.19 0.73 -0.07 0.368
C 0.56940 -2.03850 3.44120 -0.32 0.60 -0.57 -1.018
C -1.90990 0.08010 3.63770 0.44 -0.32 -0.34 0.358
C -2.04580 0.30680 5.00990 0.27 -0.08 -0.18 -0.508
C -3.26880 0.64740 5.55500 -0.10 0.07 0.12 -0.755
C -4.38270 0.78390 4.74330 0.04 -0.06 -0.01 -0.591
C -4.27200 0.54540 3.38490 -0.08 0.00 -0.03 -0.538
C -3.05160 0.18600 2.84380 0.34 -0.01 -0.15 0.674
H 1.18730 1.27010 4.37040 -0.06 -0.07 0.30 0.636
H 0.62210 2.06400 2.91750 -0.15 -0.03 -0.08 0.209
H 2.00060 0.94570 2.85640 0.05 -0.11 -0.07 0.380
H 0.69090 -2.15040 4.51770 -0.10 0.24 0.19 0.496
H 1.55170 -2.15140 2.98570 0.04 0.08 -0.05 0.263
H -0.05920 -2.85780 3.09670 -0.09 0.03 -0.05 0.336
H -1.18840 0.20630 5.65610 0.15 0.03 0.24 0.407
H -3.35560 0.80880 6.61710 0.01 0.03 0.14 0.421
H -5.33510 1.05660 5.16800 -0.10 0.04 0.08 0.417
H -5.14340 0.62780 2.75180 -0.07 0.00 -0.07 0.452
H -2.97720 -0.02370 1.78860 -0.07 0.05 -0.03 -0.055
N -5.80310 0.27220 -1.87460 -0.93 0.46 -0.98 -0.547
N -4.84040 -0.34070 -1.19090 1.30 -0.43 0.94 1.222
N -4.97610 -1.56140 -0.75220 -0.52 -0.54 -0.03 -0.908
C -3.79080 -1.82300 -0.23150 0.14 0.09 -0.05 -0.411
N -2.97790 -0.77390 -0.34470 1.15 0.60 -0.14 -0.140
N -3.66590 0.17200 -0.96510 -0.20 0.71 -0.42 -0.431
H -6.71330 -0.16530 -1.78750 0.28 0.03 0.16 0.311
H -5.76240 1.28000 -1.89880 0.15 -0.09 0.22 0.277
H -3.53070 -2.75590 0.21640 0.05 -0.30 0.15 0.578
Br -1.58190 -7.75330 -1.38560 0.27 0.26 0.17 -0.134
C -0.44650 -6.48290 -0.54020 -0.21 -0.17 -0.15 -0.166
C 0.45460 -6.89790 0.43450 -0.17 0.06 -0.19 -0.304
C 1.27380 -5.96480 1.05050 0.05 0.05 0.00 -0.729
C 1.16920 -4.62310 0.73320 -0.11 0.12 -0.08 -0.340
C 0.24140 -4.21190 -0.22620 0.09 -0.07 0.14 0.298
C -0.54930 -5.14710 -0.88840 -0.02 -0.02 0.00 -0.481
C 0.01400 -2.78380 -0.49610 -0.45 -0.95 -0.72 1.002
O -0.60460 -2.34880 -1.47040 -0.12 1.24 0.03 -0.654
O 0.42650 -1.94090 0.40120 0.23 2.83 0.61 -0.311
H 0.51020 -7.94080 0.70700 0.02 -0.07 -0.02 0.452
H 1.98840 -6.29520 1.78810 0.07 -0.01 0.06 0.426
H 1.80490 -3.89150 1.20710 0.03 0.02 0.09 0.423
H -1.23930 -4.81260 -1.64760 -0.10 -0.06 -0.06 0.578
```
Forces are in eV/Å.